{"formula": "C3H4O3Pm", "method": "the ωB97M-V functional and the def2-TZVPD basis", "orbital_gap_ha": [0.2562, 0.3629], "charge": 2, "max_force_ev_per_a": 5.40, "multiplicity": 6, "molar_mass_g_mol": 233.06, "total_energy_ev": -25852.3834, "elements": ["O", "C", "C", "O", "O", "C", "Pm", "H", "H", "H", "H"], "positions_angstrom": [[0.903, 0.831, 0.365], [-0.383, 0.599, 0.311], [0.782, 2.412, -1.084], [-0.933, -0.230, 1.110], [-0.792, 0.553, -0.989], [-0.046, 1.434, -1.869], [0.478, -2.090, 0.791], [1.820, 2.582, -1.372], [0.264, 3.291, -0.691], [0.604, 0.787, -2.470], [-0.812, 1.918, -2.490]], "mulliken_spin": [0.000, -0.004, 0.000, -0.007, 0.002, 0.001, 5.007, 0.000, 0.000, -0.001, 0.000]}


{"formula": "C22H11Cl68F3N2O4P2", "method": "the ωB97M-V functional and the def2-TZVPD basis", "orbital_gap_ha": 0.2815, "max_force_ev_per_a": 6.86, "molar_mass_g_mol": 2897.09, "total_energy_ev": -912400.4718, "elements": ["C", "C", "C", "N", "P", "C", "O", "C", "F", "F", "F", "O", "N", "O", "P", "O", "H", "H", "H", "H", "H", "H", "H", "H", "H", "H", "H", "C", "Cl", "Cl", "Cl", "Cl", "C", "Cl", "Cl", "Cl", "Cl", "C", "Cl", "Cl", "Cl", "Cl", "C", "Cl", "Cl", "Cl", "Cl", "C", "Cl", "Cl", "Cl", "Cl", "C", "Cl", "Cl", "Cl", "Cl", "C", "Cl", "Cl", "Cl", "Cl", "C", "Cl", "Cl", "Cl", "Cl", "C", "Cl", "Cl", "Cl", "Cl", "C", "Cl", "Cl", "Cl", "Cl", "C", "Cl", "Cl", "Cl", "Cl", "C", "Cl", "Cl", "Cl", "Cl", "C", "Cl", "Cl", "Cl", "Cl", "C", "Cl", "Cl", "Cl", "Cl", "C", "Cl", "Cl", "Cl", "Cl", "C", "Cl", "Cl", "Cl", "Cl", "C", "Cl", "Cl", "Cl", "Cl"], "positions_angstrom": [[2.491, -4.963, 4.454], [3.075, -3.687, 3.565], [3.910, -2.544, 4.456], [2.878, -3.558, 2.186], [1.226, -2.835, 1.955], [0.244, -2.517, 3.581], [-1.053, -1.849, 3.383], [-1.929, -2.244, 4.522], [-2.548, -3.597, 4.340], [-1.198, -2.218, 5.841], [-3.075, -1.281, 4.706], [0.468, -4.438, 1.893], [0.431, -4.802, 0.571], [1.143, -5.795, 0.483], [1.992, -0.799, 1.845], [1.723, 0.097, 3.118], [1.962, -4.488, 5.412], [1.687, -5.601, 3.891], [3.331, -5.674, 4.863], [3.119, -1.861, 5.032], [4.472, -3.143, 5.313], [4.645, -1.928, 3.784], [0.643, -2.620, 0.623], [-0.009, -3.602, 4.010], [0.921, -2.016, 4.421], [1.293, -0.137, 0.735], [3.401, -0.814, 1.450], [3.625, 1.797, -0.930], [5.160, 2.695, -1.046], [3.839, 0.166, -1.613], [3.140, 1.667, 0.779], [2.362, 2.662, -1.842], [-2.675, 1.572, 7.038], [-2.648, 0.460, 8.430], [-4.294, 1.555, 6.295], [-2.292, 3.223, 7.590], [-1.464, 1.051, 5.839], [2.406, 6.848, -2.005], [1.586, 6.685, -3.578], [1.196, 6.808, -0.698], [3.556, 5.503, -1.792], [3.287, 8.396, -1.952], [-2.094, -3.095, -1.891], [-1.660, -2.411, -3.478], [-3.563, -4.089, -2.053], [-0.754, -4.108, -1.295], [-2.397, -1.771, -0.737], [-5.394, -0.299, -4.118], [-4.787, -1.911, -3.662], [-6.413, 0.345, -2.807], [-4.016, 0.797, -4.393], [-6.358, -0.428, -5.611], [1.487, 7.245, -7.738], [0.050, 7.431, -6.701], [1.935, 5.523, -7.828], [1.122, 7.850, -9.373], [2.841, 8.176, -7.049], [-6.613, -3.550, -8.059], [-5.078, -2.652, -8.174], [-6.399, -5.182, -8.742], [-7.098, -3.680, -6.349], [-7.876, -2.685, -8.971], [-10.176, 2.177, -2.767], [-10.150, 1.065, -1.376], [-11.795, 2.160, -3.511], [-9.794, 3.828, -2.216], [-8.966, 1.656, -3.967], [4.205, -8.302, 0.751], [5.966, -8.090, 0.587], [3.456, -8.318, -0.866], [3.866, -9.843, 1.578], [3.530, -6.956, 1.704], [0.305, -7.418, 6.759], [-0.682, -8.885, 6.980], [0.882, -6.846, 8.345], [1.701, -7.793, 5.719], [-0.683, -6.148, 5.993], [6.005, -1.605, -4.551], [7.550, -2.190, -5.219], [4.989, -0.972, -5.871], [5.159, -2.950, -3.745], [6.320, -0.309, -3.370], [-2.395, 3.074, 1.954], [-1.253, 4.392, 1.590], [-1.917, 2.275, 3.473], [-4.038, 3.743, 2.126], [-2.374, 1.886, 0.626], [6.905, -5.547, 6.395], [6.055, -4.116, 7.031], [6.851, -6.855, 7.603], [6.111, -6.091, 4.895], [8.601, -5.126, 6.050], [-2.995, 8.517, -3.854], [-1.853, 9.835, -4.218], [-2.517, 7.719, -2.335], [-4.638, 9.186, -3.682], [-2.974, 7.329, -5.182], [-10.495, -2.218, 0.884], [-12.224, -2.220, 0.451], [-10.149, -3.603, 1.949], [-9.512, -2.346, -0.596], [-10.098, -0.702, 1.733], [4.076, 10.095, 1.600], [3.371, 11.725, 1.750], [5.505, 10.162, 0.538], [4.561, 9.508, 3.211], [2.869, 8.987, 0.902], [6.776, 6.490, -7.554], [8.096, 5.318, -7.799], [6.869, 7.757, -8.803], [5.208, 5.652, -7.672], [6.933, 7.232, -5.942]], "mulliken_charge": [-0.649, 0.350, -0.119, -0.497, 0.632, -0.323, -0.076, 0.632, -0.221, -0.232, -0.201, -0.262, -0.192, -0.244, 0.679, -0.716, 0.305, 0.390, 0.096, 0.238, -0.301, 0.288, -0.188, 0.229, 0.234, 0.092, 0.076, 0.311, -0.127, -0.065, -0.070, -0.033, 0.254, -0.103, -0.078, -0.094, -0.040, 0.155, 0.033, -0.098, -0.004, -0.085, 0.230, -0.086, -0.115, 0.054, 0.016, 0.241, 0.021, -0.047, -0.098, -0.084, 0.240, 0.013, -0.102, -0.099, -0.065, 0.302, -0.074, -0.099, -0.050, -0.092, 0.225, 0.007, -0.102, -0.097, -0.024, 0.212, -0.105, -0.093, -0.102, 0.053, 0.285, -0.102, -0.101, -0.049, -0.023, 0.299, -0.103, -0.090, -0.070, -0.051, 0.078, -0.047, 0.147, -0.120, -0.039, 0.283, -0.137, -0.086, -0.022, -0.090, 0.326, -0.089, -0.046, -0.100, -0.093, 0.318, -0.088, -0.103, -0.046, -0.096, 0.287, -0.096, -0.107, -0.102, 0.019, 0.285, -0.105, -0.097, -0.005, -0.080]}


{"formula": "C16H41MnO18S5", "method": "the ωB97M-V functional and the def2-TZVPD basis", "orbital_gap_ha": [0.3340, 0.3183], "charge": 1, "max_force_ev_per_a": 2.75, "multiplicity": 6, "molar_mass_g_mol": 736.76, "total_energy_ev": -139601.7623, "elements": ["Mn", "O", "C", "O", "O", "H", "O", "S", "O", "O", "C", "C", "C", "H", "H", "H", "H", "H", "H", "H", "H", "O", "S", "O", "O", "C", "C", "C", "H", "H", "H", "H", "H", "H", "H", "H", "O", "S", "O", "O", "C", "C", "C", "H", "H", "H", "H", "H", "H", "H", "H", "O", "S", "O", "O", "C", "C", "C", "H", "H", "H", "H", "H", "H", "H", "H", "O", "S", "O", "O", "C", "C", "C", "H", "H", "H", "H", "H", "H", "H", "H"], "positions_angstrom": [[2.677, -1.249, 1.851], [-1.223, -0.991, 1.199], [0.083, -0.991, 1.483], [0.861, -0.201, 0.878], [0.615, -1.700, 2.396], [-1.233, -0.270, 0.530], [-1.914, 1.306, -0.517], [-2.005, 2.375, -1.488], [-0.840, 2.729, -2.259], [-3.237, 2.110, -2.480], [-2.923, 1.608, -3.793], [-3.112, 2.657, -4.864], [-2.682, 3.859, -0.752], [-3.602, 0.763, -3.924], [-1.943, 1.148, -3.914], [-2.783, 3.624, -4.473], [-4.129, 2.803, -5.231], [-2.547, 2.507, -5.785], [-2.103, 4.154, 0.114], [-3.737, 3.639, -0.563], [-2.848, 4.621, -1.514], [2.806, 0.144, 3.449], [3.026, 1.042, 4.584], [3.837, 2.202, 4.441], [1.563, 1.458, 5.131], [0.476, 0.506, 4.893], [-0.816, 1.322, 5.014], [3.665, -0.030, 5.919], [0.490, -0.030, 5.845], [0.469, -0.056, 3.967], [-0.796, 1.840, 5.970], [-1.698, 0.677, 4.990], [-1.006, 1.970, 4.157], [2.979, -0.854, 6.074], [3.779, 0.648, 6.759], [4.620, -0.338, 5.498], [3.538, -3.324, -2.199], [3.333, -3.555, -0.793], [2.919, -2.395, -0.004], [2.242, -4.733, -0.636], [1.069, -4.623, -1.432], [-0.068, -3.931, -0.646], [4.754, -4.373, -0.115], [0.676, -5.632, -1.556], [1.243, -4.133, -2.387], [0.039, -2.843, -0.701], [-0.020, -4.175, 0.416], [-1.052, -4.176, -1.039], [4.453, -5.073, 0.661], [5.466, -3.603, 0.163], [5.079, -4.986, -0.955], [3.358, 0.666, 0.911], [3.920, 1.851, 0.305], [4.562, 2.872, 1.075], [4.818, 1.311, -0.885], [5.468, 2.208, -1.827], [4.676, 2.219, -3.125], [2.495, 2.620, -0.533], [6.493, 1.870, -1.960], [5.552, 3.164, -1.301], [4.163, 1.269, -3.261], [5.344, 2.372, -3.974], [3.939, 3.015, -3.211], [2.785, 3.425, -1.200], [1.908, 3.084, 0.260], [1.931, 1.811, -0.986], [-5.973, -2.940, 0.548], [-5.286, -2.627, -0.665], [-5.741, -3.132, -1.919], [-5.155, -1.004, -0.733], [-6.373, -0.260, -0.908], [-6.052, 1.150, -1.346], [-3.541, -2.918, -0.408], [-6.925, -0.269, 0.037], [-7.018, -0.781, -1.621], [-5.512, 1.228, -2.285], [-5.522, 1.772, -0.629], [-7.067, 1.531, -1.508], [-3.008, -2.380, -1.190], [-3.429, -3.985, -0.602], [-3.251, -2.592, 0.582]], "mulliken_spin": [4.883, 0.003, -0.064, 0.082, 0.052, 0.007, 0.000, 0.000, 0.000, 0.000, 0.000, 0.000, 0.000, 0.000, 0.000, 0.000, 0.000, 0.000, 0.000, 0.000, 0.000, 0.013, 0.004, 0.002, 0.002, 0.003, 0.000, 0.002, -0.001, 0.006, 0.000, 0.000, 0.000, 0.000, 0.000, 0.000, 0.001, -0.006, 0.018, 0.000, 0.000, 0.000, 0.002, 0.000, 0.000, 0.001, 0.000, 0.000, 0.000, -0.001, 0.000, -0.008, -0.001, 0.003, -0.002, 0.000, 0.000, 0.002, 0.000, 0.000, 0.000, 0.000, 0.000, 0.000, 0.000, -0.001, 0.000, 0.000, 0.000, 0.000, 0.000, 0.000, 0.000, 0.000, 0.000, 0.000, 0.000, 0.000, 0.000, 0.000, 0.000]}


{"formula": "C11H10CeClNS", "method": "the ωB97M-V functional and the def2-TZVPD basis", "orbital_gap_ha": [0.2349, 0.2350], "charge": -1, "max_force_ev_per_a": 4.82, "multiplicity": 2, "molar_mass_g_mol": 363.84, "total_energy_ev": -49348.3893, "elements": ["C", "C", "C", "H", "C", "C", "H", "H", "H", "H", "Ce", "Cl", "C", "C", "C", "H", "C", "C", "H", "H", "H", "H", "S", "C", "N"], "positions_angstrom": [[0.891, -1.821, 1.820], [1.012, -1.753, 0.356], [-0.312, -1.801, -0.184], [1.940, -1.578, -0.193], [-1.232, -1.825, 0.908], [-0.484, -1.828, 2.134], [-0.886, -1.930, 3.188], [1.598, -1.918, 2.661], [-0.652, -1.622, -1.215], [-2.317, -1.963, 0.865], [0.091, 0.706, 0.024], [2.155, 2.165, 0.844], [0.044, 2.392, -1.758], [-1.195, 1.740, -2.101], [-0.874, 0.512, -2.770], [-2.175, 2.210, -2.106], [0.553, 0.387, -2.825], [1.126, 1.545, -2.211], [2.165, 1.837, -2.291], [0.157, 3.419, -1.453], [-1.571, -0.096, -3.356], [1.099, -0.335, -3.435], [-0.373, 0.430, 5.814], [-0.365, 0.507, 4.236], [-0.395, 0.618, 3.048]], "mulliken_spin": [-0.004, -0.002, 0.002, 0.000, -0.003, -0.001, 0.000, 0.000, 0.000, 0.000, 1.011, -0.005, 0.000, 0.012, -0.005, 0.000, 0.003, -0.009, 0.000, 0.001, 0.000, 0.000, 0.000, 0.001, 0.000]}